No. 1
Density functional theory data (wB97M-V/def2-TZVPD) for a single C7H14 molecule.

The calculation puts the energy relative to the best compared isomer or geometry (same formula, charge and spin) at 1.039 eV. The SMILES is C[C@@H]1[C@H](C)C1(C)C. The HOMO energy is -9.310 eV.

Positions of all 21 atoms, in Å:
C -1.0768 1.6042 0.8778
C -0.2488 1.1143 -0.3124
C -0.5596 -0.2382 -0.9066
C -1.6723 -1.1572 -0.4802
C 0.7323 -0.0465 -0.1565
C 0.9986 -0.4616 1.2800
C 1.9519 -0.3490 -1.0173
H -1.6661 2.4889 0.6082
H -0.4643 1.8767 1.7447
H -1.8011 0.8539 1.2190
H 0.0332 1.9075 -1.0024
H -0.3950 -0.2676 -1.9846
H -1.4922 -2.1483 -0.9125
H -2.6448 -0.8034 -0.8403
H -1.7280 -1.2789 0.6054
H 1.5120 0.3774 1.7691
H 1.6670 -1.3280 1.3539
H 0.0946 -0.6759 1.8544
H 1.8528 -0.0692 -2.0717
H 2.9005 0.0468 -0.6339
H 2.0061 -1.4459 -0.9940

Cartesian forces, eV/Å:
0.1 0.0 0.0
0.1 0.1 -0.1
-0.1 -0.1 -0.1
-0.1 0.0 0.1
0.0 0.0 0.1
-0.1 0.0 0.1
0.0 0.1 0.0
0.2 -0.2 -0.1
0.0 0.0 -0.1
0.2 0.1 -0.1
-0.1 -0.2 0.0
0.0 -0.1 0.2
-0.1 0.1 0.1
0.1 -0.1 0.1
0.0 0.0 -0.1
-0.1 -0.2 0.0
-0.2 0.1 -0.1
0.1 0.0 0.0
-0.1 0.2 0.2
-0.2 0.0 0.0
0.3 0.2 -0.1

No. 2
Density functional theory data (wB97M-V/def2-TZVPD) for a single C7H14 molecule in a non-equilibrium geometry.

The calculation puts the energy relative to the best compared isomer or geometry (same formula, charge and spin) at 1.804 eV. The SMILES is CC(C)CC1CC1. The HOMO energy is -10.044 eV.

Positions of all 21 atoms, in Å:
C -1.2962 1.2779 -0.6289
C -1.2385 -0.1744 0.2491
C -2.3783 -1.0784 -0.1641
C 0.1271 -0.8522 0.0501
C 1.2796 0.0335 0.4653
C 2.6897 -0.3057 0.0745
C 2.0093 0.8843 -0.5327
H -0.9956 1.1712 -1.6936
H -2.2958 1.7563 -0.6355
H -0.6029 2.0024 -0.1776
H -1.3885 0.1154 1.2808
H -3.4020 -0.8309 0.1225
H -2.1811 -0.7257 -1.1802
H -2.2624 -2.1630 -0.1794
H 0.1601 -1.7860 0.6316
H 0.2581 -1.1530 -1.0033
H 1.1551 0.4683 1.4559
H 3.4854 -0.1332 0.7926
H 2.8448 -1.1767 -0.5556
H 1.7008 0.8135 -1.5713
H 2.3361 1.8753 -0.2345

Cartesian forces, eV/Å:
0.1 -1.3 1.0
0.3 2.1 0.0
0.3 0.5 -2.2
-0.1 0.1 0.1
0.0 0.0 0.2
0.2 -0.2 0.1
-0.1 0.2 -0.2
-0.1 -0.4 0.6
0.3 -0.6 0.2
-0.2 -0.3 -0.1
0.5 0.2 0.5
0.3 0.3 0.2
-1.6 -1.2 -1.0
0.4 0.1 0.5
-0.1 0.2 0.0
-0.1 0.1 0.2
0.1 0.0 -0.1
-0.1 0.0 -0.1
-0.1 0.1 0.1
0.0 0.0 0.1
0.0 -0.1 0.0

No. 3
Density functional theory data (wB97M-V/def2-TZVPD) for 2 unconnected molecules or ions with the total composition C7H14.

The calculation puts the energy relative to the best compared isomer or geometry (same formula, charge and spin) at 4.470 eV. The HOMO energy is -8.205 eV.

Positions of all 21 atoms, in Å:
C 2.3290 -1.0140 1.1339
C 0.7680 -0.3235 -1.2533
C -0.0716 0.6010 -0.5590
C 0.4151 2.0250 -0.3805
C -1.3672 0.3880 -1.4113
C -1.4050 0.2284 0.0696
C -1.6862 -1.1179 0.6947
H 2.4980 -2.0930 1.1247
H 3.1695 -0.5089 1.6142
H 1.4043 -0.7902 1.6736
H 2.2559 -0.6538 0.0983
H 0.3661 -1.3445 -1.0965
H 1.0290 2.3182 -1.2365
H 1.0384 2.0862 0.5194
H -0.4105 2.7368 -0.2628
H -1.7271 1.2976 -1.8829
H -1.4580 -0.5027 -2.0288
H -1.8536 1.0654 0.6041
H -1.3328 -1.1483 1.7312
H -1.1980 -1.9323 0.1507
H -2.7634 -1.3174 0.6970

Cartesian forces, eV/Å:
0.0 0.0 0.0
-0.4 0.0 0.1
0.4 0.1 0.0
0.0 0.0 0.0
-0.2 -0.1 -0.2
-0.1 0.0 0.0
0.0 -0.1 0.0
0.0 0.1 0.0
-0.1 -0.1 0.0
0.2 0.0 -0.1
0.1 -0.1 0.2
0.0 0.2 -0.1
-0.1 0.0 0.1
-0.1 0.0 -0.1
0.1 -0.1 0.0
0.1 -0.1 0.1
0.0 0.1 0.1
0.1 -0.1 -0.1
-0.1 0.0 -0.2
-0.1 0.1 0.1
0.1 0.0 0.0

No. 4
Density functional theory data (wB97M-V/def2-TZVPD) for 3 unconnected molecules or ions with the total composition C7H14 in a non-equilibrium geometry.

The calculation puts the energy relative to the best compared isomer or geometry (same formula, charge and spin) at 4.861 eV. The HOMO energy is -8.736 eV.

Positions of all 21 atoms, in Å:
C 1.9928 -0.8153 0.7314
C 0.9611 -0.6335 -0.3704
C -0.0242 0.4445 -0.2034
C 0.6338 1.7260 0.0799
C -1.1318 0.4913 -1.2427
C -1.5050 0.2179 0.1631
C -2.0291 -1.1228 0.6201
H 2.4766 -1.7954 0.6752
H 2.7603 -0.0491 0.5988
H 1.5906 -0.6894 1.7504
H 1.7671 0.2636 -1.3561
H 0.5002 -1.5820 -0.7060
H 1.3357 1.7680 0.9166
H -0.0783 2.5757 0.1351
H 1.6828 1.4129 -1.1034
H -1.3403 1.4653 -1.6740
H -1.1404 -0.3405 -1.9430
H -1.9380 1.0575 0.7018
H -1.6988 -1.3344 1.6422
H -1.6891 -1.9384 -0.0261
H -3.1258 -1.1220 0.6105

Cartesian forces, eV/Å:
0.2 0.1 -0.1
0.9 0.7 -1.2
-0.1 0.0 0.0
1.1 0.0 -1.3
0.1 0.1 -0.2
0.2 0.0 0.4
0.0 0.0 0.0
-0.1 0.2 0.0
0.1 -0.2 0.3
-0.1 -0.1 -0.3
-1.5 -2.3 1.4
0.5 0.5 -0.2
-0.2 -0.2 -0.1
0.8 -0.2 -0.6
-1.9 1.3 2.0
0.0 -0.1 0.0
-0.1 0.1 0.1
0.1 -0.1 -0.1
-0.1 0.0 -0.1
0.0 0.1 0.1
0.2 0.0 0.0

No. 5
Density functional theory data (wB97M-V/def2-TZVPD) for a molecular structure, C7H14BaPS in a non-equilibrium geometry.

The calculation puts the energy relative to the best compared isomer or geometry (same formula, charge and spin) at 0.580 eV. Its charge is -1. The HOMO energy (spin up / spin down) is -2.818 / -0.299 eV.

Positions of all 24 atoms, in Å:
C 0.6320 -2.7005 0.3325
C 0.5088 -3.6131 -0.6603
C -0.1357 -3.5388 -1.9513
C -0.9197 -2.4452 -2.5083
C -1.2740 -1.2419 -2.0979
Ba -0.2235 -0.1546 -0.1641
P 1.4455 0.1504 2.2947
H 1.1023 -2.8525 1.3361
H 0.9746 -4.6035 -0.4708
H -0.1240 -4.4453 -2.5886
H -1.8527 -0.3133 -2.3828
H -1.3849 -2.6138 -3.4939
H 2.3812 1.2171 1.8956
H 2.1302 -1.0549 2.7496
H 0.4622 0.6452 3.2737
C -1.5562 2.8646 1.2462
S -0.9623 2.6032 -0.4375
C 0.7408 3.1937 -0.2618
H -1.8346 1.9302 1.7564
H -2.4398 3.4918 1.0799
H -0.8090 3.4291 1.8102
H 0.6572 4.1714 -0.7498
H 1.0152 3.3200 0.7899
H 1.4664 2.5607 -0.7975

Cartesian forces, eV/Å:
-0.6 1.9 0.5
0.7 -1.6 0.1
-0.4 0.6 0.3
-1.1 -0.9 -2.7
0.2 1.9 3.0
0.2 -0.8 0.1
0.3 -0.3 0.3
0.0 -1.1 -1.0
-0.2 0.0 -0.4
0.1 0.6 0.5
0.1 -1.6 -1.2
0.5 -1.3 -0.4
-0.2 -0.6 0.9
-0.1 1.1 0.3
1.0 -0.1 0.0
-0.7 0.4 -0.3
-0.3 1.5 -0.1
-0.2 0.6 -0.6
0.2 0.3 0.0
0.0 -0.2 0.6
-0.2 -0.2 0.0
0.8 -0.1 0.2
0.0 -0.2 -0.3
-0.2 0.2 0.2

No. 6
Density functional theory data (wB97M-V/def2-TZVPD) for a molecular structure, C7H14BrN2O3 in a non-equilibrium geometry.

Its charge is -1. The HOMO energy is -3.725 eV.

Positions of all 27 atoms, in Å:
C 3.4170 -0.3365 0.7025
O 3.1546 1.0823 0.7043
C 2.2262 1.4506 -0.3606
C 0.7987 1.7205 0.3423
N -0.3520 1.3360 -0.5715
N -0.6812 0.0280 -0.1910
C -1.7103 -0.0079 0.8668
C -3.0600 0.8261 0.9015
O -1.4819 -0.7674 1.8449
C -0.9279 -0.8626 -1.3469
C -0.8385 -2.4585 -1.0767
O -1.2278 -0.4914 -2.5026
H 4.3796 -0.5269 0.1193
H 3.5620 -0.7490 1.7643
H 2.5440 -0.9340 0.2535
H 2.1921 0.6558 -1.1730
H 2.6335 2.4204 -0.8080
H 0.7964 1.0677 1.2865
H 0.7510 2.8030 0.6827
H 0.0616 1.3874 -1.5093
H -2.9645 1.8921 0.4830
H -3.3238 0.9610 2.0135
H -3.9570 0.2694 0.4561
H -1.4813 -2.6635 -0.1178
H 0.2474 -2.7301 -0.8235
H -1.2799 -3.0576 -1.9304
Br -3.4778 -2.3147 -0.0099

Cartesian forces, eV/Å:
0.1 -0.8 0.2
-0.4 -1.0 -1.0
-0.1 0.8 0.9
0.9 -0.4 0.0
1.3 2.1 1.3
-1.1 -1.7 -2.0
-0.6 -2.6 3.5
0.0 1.2 0.6
-0.3 2.9 -3.2
-1.4 -2.4 -1.9
0.9 1.2 1.5
1.6 0.3 3.4
-1.2 0.0 0.6
-0.2 1.0 -1.4
1.2 0.9 0.6
-0.1 0.9 1.0
-0.6 -1.3 0.5
-0.2 0.9 -1.5
-0.1 -1.2 -0.6
-0.9 -0.6 0.2
0.0 -1.7 0.3
0.6 -0.4 -1.6
1.8 0.6 0.3
1.7 0.2 -1.9
-1.2 0.4 -0.7
0.7 1.1 1.0
-2.5 -0.3 0.2

No. 7
Density functional theory data (wB97M-V/def2-TZVPD) for a molecular structure, C7H14Cl2OTi in a non-equilibrium geometry.

Its charge is -1. The expectation value of S² is 0.76. Its spin multiplicity is 2. The HOMO energy (spin up / spin down) is -2.253 / -2.447 eV.

Positions of all 25 atoms, in Å:
Ti -1.3246 -0.9591 1.1757
Cl -2.9270 -0.1067 -0.2375
Cl -0.1115 -2.0418 2.8112
C -0.7340 -2.2013 -0.1381
H -0.1061 -3.0921 0.1479
H -1.1984 -2.3980 -1.1083
C 0.1353 0.4583 0.7685
C 0.2378 -0.7962 -0.1465
H -0.3756 1.0208 1.6837
C 0.4120 -0.4331 -1.6482
H 1.2951 -1.1765 0.1513
C 1.4339 0.6809 -1.9148
H 0.6622 -1.3834 -2.2047
H -0.5641 -0.1630 -2.0158
C 1.0762 1.8790 -1.0691
H 2.4079 0.3059 -1.6241
H 1.4368 0.9309 -2.9820
C 1.2090 1.4970 0.4241
H 1.7256 2.7292 -1.3097
H 0.0209 2.2041 -1.2614
H 2.2197 1.0296 0.5928
H 1.2028 2.4556 1.0261
O -2.6658 -0.4268 2.6944
H -2.2360 -0.3199 3.6307
H -3.2322 0.3067 2.5538

Cartesian forces, eV/Å:
-1.1 2.6 2.4
-1.7 0.4 -0.8
0.4 -0.9 1.5
1.9 -1.0 -0.7
-0.3 1.0 -0.3
0.2 0.5 -0.1
-0.3 2.6 1.3
3.8 -1.7 -1.6
-0.1 -2.7 -1.8
0.0 -0.8 -0.2
-1.3 0.0 -0.4
-1.1 -0.5 -0.1
0.1 0.9 0.6
-0.5 0.4 -0.2
-0.1 0.6 0.4
0.5 0.0 0.0
0.1 -0.1 0.1
0.0 -0.2 -0.4
0.1 0.0 0.0
0.8 -0.3 0.2
-0.3 0.4 -0.2
-0.4 -1.2 -0.3
1.4 -0.6 3.8
-1.0 -0.5 -2.6
-1.0 1.2 -0.5

No. 8
Density functional theory data (wB97M-V/def2-TZVPD) for a molecular structure, C7H14EuOP in a non-equilibrium geometry.

The calculation puts the energy relative to the best compared isomer or geometry (same formula, charge and spin) at 0.000 eV. The expectation value of S² is 12.03. Its spin multiplicity is 7. The HOMO energy (spin up / spin down) is -3.499 / -6.172 eV.

Positions of all 24 atoms, in Å:
C -0.4060 -3.1811 0.4717
C -0.3971 -4.4920 1.0235
C -0.5119 -4.3967 2.4417
C -0.6080 -3.0201 2.8041
C -0.5466 -2.2287 1.6261
Eu -0.0564 0.0028 -1.1412
P -2.6609 1.1217 -1.7874
H -0.3350 -2.8961 -0.5883
H -0.3101 -5.4133 0.4493
H -0.5228 -5.2374 3.1326
H -0.6019 -1.1340 1.5447
H -0.7089 -2.6354 3.8173
H -3.6102 1.4547 -0.7587
H -3.5671 0.3323 -2.5799
H -2.8143 2.3338 -2.5468
C 2.4522 3.9721 -0.6739
C 1.4598 3.0429 -1.3474
O 1.4250 1.7477 -0.6770
H 2.1894 4.1709 0.3705
H 2.4541 4.9338 -1.1948
H 3.4748 3.5830 -0.7182
H 0.4288 3.4002 -1.3256
H 1.6986 2.8196 -2.3882
H 2.0743 1.7194 0.0460

Cartesian forces, eV/Å:
-0.1 -1.7 1.6
0.1 1.7 -1.6
0.0 0.6 -0.3
0.1 1.5 -1.2
0.0 -1.8 1.2
-0.3 -0.8 -0.3
-0.2 -0.2 -0.1
0.0 -0.4 0.6
0.0 0.3 0.2
0.0 0.2 -0.2
-0.1 -0.5 0.2
0.0 -0.1 -0.3
-0.1 0.2 -0.5
0.4 0.3 0.3
-0.3 -0.1 0.3
-0.1 0.2 -0.2
0.0 -0.4 0.1
0.7 0.6 0.5
0.0 -0.1 -0.1
0.0 -0.1 0.1
-0.2 -0.1 0.0
0.1 0.3 0.1
0.2 0.2 0.1
-0.2 0.1 -0.3

No. 9
Density functional theory data (wB97M-V/def2-TZVPD) for a molecular structure, C7H14FN2Sr in a non-equilibrium geometry.

Its charge is -1. The HOMO energy is -2.439 eV.

Positions of all 25 atoms, in Å:
C -2.4726 -0.0384 -1.5632
Sr -0.6867 0.7253 -0.5658
N 1.3794 0.0376 1.1762
N 0.8900 -0.7901 -2.2384
H 1.2063 -0.8684 1.6390
H 0.0776 2.8455 -0.3511
H -2.9678 1.0534 -0.9857
H -2.5111 -1.1333 -1.2376
H -1.9744 0.6732 -2.4901
H 1.2020 -1.6816 -1.8077
H 1.7662 -0.2937 -2.4750
H 0.4990 -1.0485 -3.1634
H 2.3031 -0.0406 0.7239
H 1.5227 0.7131 1.9425
F -5.1221 0.1225 4.6247
C -4.1687 0.0372 3.6717
C -2.9315 0.7635 3.8708
C -1.9577 0.6901 2.8596
C -2.1873 -0.0538 1.7259
C -3.3646 -0.7993 1.5465
C -4.3443 -0.7192 2.5239
H -2.8060 1.3301 4.7714
H -1.0288 1.2515 3.0044
H -3.5171 -1.3838 0.6581
H -5.3125 -1.2713 2.3995

Cartesian forces, eV/Å:
-3.0 3.8 -2.2
3.7 1.3 3.3
1.0 -0.5 0.6
1.0 -0.8 -0.8
0.0 0.6 -0.3
0.2 0.5 -0.2
0.5 -4.1 -1.2
-0.4 2.0 -1.1
-1.5 -3.3 1.4
-0.4 0.7 -0.4
-0.6 -0.2 0.3
0.1 0.2 0.9
-0.5 0.1 0.3
-0.3 -0.3 -0.6
-0.5 -0.1 0.2
3.1 1.2 -0.5
-1.8 -1.4 -0.7
-1.2 0.0 1.3
1.5 -0.8 -2.4
0.7 1.3 1.5
-2.0 -0.9 0.3
0.0 0.3 0.4
-0.2 0.0 -0.1
-0.2 -0.1 -0.2
0.8 0.5 0.2

No. 10
Density functional theory data (wB97M-V/def2-TZVPD) for a gas-phase ion, C7H14FN5 (charge +2) in a non-equilibrium geometry.

The calculation puts the energy relative to the best compared isomer or geometry (same formula, charge and spin) at 1.417 eV. Its charge is +2. The HOMO energy is -16.520 eV.

Positions of all 27 atoms, in Å:
C -0.1821 -0.5743 -0.1300
C 3.2981 -0.3595 0.1040
C -2.4647 -0.2686 0.0991
C -0.4166 0.8041 -0.1009
C 1.8823 1.4656 0.0804
C -2.5515 2.1631 0.0099
C -1.3332 -2.6256 0.0602
N 2.1800 0.1597 0.4487
N 0.5280 1.7507 -0.2190
N -1.7889 1.0260 0.0017
N -1.3549 -1.1988 0.1180
N 3.6052 -1.6896 0.2106
F 2.5439 1.8735 -1.0900
H -3.1069 -0.3633 1.0908
H -3.1517 -0.5041 -0.6979
H 4.1048 0.3442 -0.3466
H 2.2881 2.2242 0.8268
H -3.5896 2.0334 0.2216
H -2.1894 2.8468 0.8638
H -2.7073 2.7394 -0.9443
H -1.9901 -2.9379 0.8141
H -0.3077 -3.1200 0.2402
H -1.8956 -2.9742 -0.8666
H 0.7018 -0.9832 -0.3139
H 0.2754 2.4949 -0.8251
H 4.5768 -1.8628 -0.1661
H 3.0456 -2.4639 0.5104

Cartesian forces, eV/Å:
-6.9 -1.0 2.1
1.4 -0.2 -0.5
-0.4 -0.2 2.8
-2.3 3.9 -0.2
4.0 2.4 0.4
-0.8 5.2 0.8
-0.6 -2.1 -1.2
-1.5 -0.5 0.1
-3.1 -2.6 0.5
3.1 -4.2 -0.8
4.7 1.7 -1.8
2.6 2.4 -1.4
0.0 -0.3 -0.1
1.4 0.4 -1.7
-0.1 0.0 -0.7
-1.1 -1.7 0.6
-0.9 -0.8 -0.5
-0.7 -1.1 0.6
-0.4 -0.6 -1.5
1.2 -0.5 0.5
-0.8 -0.8 1.5
-1.7 1.2 -0.6
1.2 0.4 0.7
3.3 -2.1 -0.7
0.2 1.5 -0.1
-1.8 -0.3 0.9
-0.3 0.1 0.3

Calculated total energy across the listed records, respectively: -7485.25524 -7484.49036 -7481.82432 -7481.43292 -28294.55711 -86649.57076 -57693.82620 -38139.68820 -14014.16904 -17635.03551 eV.